{
  "formula": "C6H8IN3",
  "method": "wB97M-V/def2-TZVPD",
  "species": ["C", "N", "N", "C", "N", "C", "C", "C", "C", "I", "H", "H", "H", "H", "H", "H", "H", "H"],
  "positions_angstrom": [[-1.46238, 1.78235, -0.82630], [-0.56706, 1.25426, 0.14823], [-0.30133, 2.04133, 1.25774], [-0.09960, -0.02590, 0.09971], [-0.67157, -0.79877, -0.82610], [-0.15103, -1.99187, -1.04446], [0.88493, -2.55175, -0.32688], [1.58835, -1.89155, 0.66488], [1.36319, -0.57067, 0.86873], [2.42065, 0.63312, 2.18579], [-1.10580, 2.75540, -0.96421], [-1.39353, 1.27759, -1.89922], [-2.54316, 1.66721, -0.64256], [-1.13988, 2.20217, 1.73902], [0.19945, 2.85661, 1.01169], [-0.61147, -2.52507, -1.86386], [1.29302, -3.54474, -0.76631], [2.29723, -2.56971, 1.18409]],
  "atomic_forces_ev_per_a": [[-0.74, -2.15, -3.19], [0.76, -1.17, 0.52], [0.60, -1.49, -0.29], [3.28, -1.47, 0.02], [0.29, 1.68, 1.70], [0.97, -1.17, 0.19], [-0.36, -2.45, -2.88], [0.64, -0.42, 0.53], [-4.45, 1.69, -1.13], [0.16, -0.32, -0.04], [-0.29, 1.89, -0.25], [0.40, 0.74, 2.41], [0.36, 0.39, 0.58], [-1.16, 0.63, 0.86], [0.36, 1.01, -0.18], [0.05, -0.28, -0.03], [-0.87, 1.60, 1.28], [0.00, 1.29, -0.11]],
  "lowdin_charge": [-0.075, -0.244, 0.027, -0.186, 0.072, -0.187, -0.137, -0.236, -0.626, 0.837, 0.057, 0.123, 0.088, 0.077, 0.068, 0.099, 0.128, 0.115],
  "e_homo_ev": -7.67,
  "gap_ev": 8.251,
  "e_above_lowest_kcal_mol": 26.3,
  "smiles": "CN(N)c1ncccc1I",
  "charge": 0,
  "e_tot_ha": -695.2817
}

=====

{
  "formula": "C7H17I2P2S",
  "method": "wB97M-V/def2-TZVPD",
  "species": ["C", "C", "I", "C", "I", "S", "P", "C", "C", "P", "C", "C", "H", "H", "H", "H", "H", "H", "H", "H", "H", "H", "H", "H", "H", "H", "H", "H", "H"],
  "positions_angstrom": [[0.25410, 3.22729, -0.18671], [-1.32312, 2.79979, 0.05531], [-2.46374, 3.93238, -1.49383], [-1.59720, 1.16766, -0.17700], [-2.81776, 0.28966, 1.41166], [0.03887, 0.32624, -0.49347], [1.08468, -0.22290, 1.28326], [0.55296, 0.78126, 2.81673], [1.13044, -2.10369, 1.59373], [-0.04723, -1.21334, -1.96422], [-1.21098, -2.65173, -1.50571], [1.66736, -1.79282, -2.56801], [0.99598, 2.80921, 0.62320], [0.62188, 3.03780, -1.30118], [0.28382, 4.41252, -0.05804], [-1.63543, 3.16697, 1.12399], [-2.25317, 1.11159, -1.17285], [1.40559, 0.70343, 3.64819], [-0.42737, 0.39682, 3.33295], [0.48994, 1.94494, 2.55850], [0.81137, -2.77384, 0.68764], [0.52268, -2.30579, 2.58326], [2.26072, -2.37587, 1.85891], [-0.94531, -3.22641, -0.52199], [-1.12198, -3.45373, -2.38510], [-2.35246, -2.32447, -1.43724], [2.47844, -0.97088, -2.31757], [1.61358, -1.82297, -3.75980], [1.98335, -2.86912, -2.23461]],
  "atomic_forces_ev_per_a": [[-0.18, 1.61, -0.17], [1.75, -0.22, 0.38], [0.48, -0.75, 1.09], [-1.79, 1.48, -1.73], [0.60, 0.30, -0.86], [-0.20, 0.04, 0.83], [2.23, -0.09, 1.12], [-0.52, 0.56, 1.58], [-0.05, -0.88, 1.40], [-1.60, -0.76, -1.95], [-0.46, -1.69, 0.55], [1.30, -0.14, -0.65], [-1.46, 0.52, -1.71], [-0.83, 0.15, 2.57], [-0.09, -2.58, -0.22], [0.35, -0.92, -2.22], [1.63, -0.25, 2.14], [-1.57, -0.05, -2.10], [1.83, 0.94, -1.12], [-0.02, -2.71, 0.41], [0.44, 1.46, 1.84], [0.94, -0.02, -2.19], [-2.41, 0.85, -0.76], [-0.50, 1.09, -1.81], [-0.11, 1.90, 1.75], [2.66, -0.38, -0.25], [-1.63, -1.84, -0.31], [-0.24, 0.19, 2.65], [-0.54, 2.22, -0.27]],
  "lowdin_charge": [-0.260, -0.798, 0.802, -1.019, 0.841, 0.402, 0.633, -0.365, -0.331, 0.654, -0.342, -0.327, 0.060, 0.091, 0.096, 0.086, 0.041, 0.082, 0.012, 0.059, 0.031, 0.065, 0.077, 0.040, 0.083, 0.072, 0.072, 0.078, 0.067],
  "e_homo_ev": -11.89,
  "gap_ev": 7.990,
  "charge": 1,
  "e_tot_ha": -1952.7742
}

=====

{
  "formula": "C4H6N2O",
  "method": "wB97M-V/def2-TZVPD",
  "species": ["O", "C", "N", "C", "C", "C", "N", "H", "H", "H", "H", "H", "H"],
  "positions_angstrom": [[1.42096, 2.21869, 0.58273], [0.85559, 1.20714, 0.23898], [1.38358, -0.07261, 0.19724], [0.49186, -1.10997, -0.26174], [-0.72950, -0.29147, -0.63938], [-1.52334, 0.39397, 0.41292], [-0.49179, 1.12724, -0.34617], [2.32793, -0.32565, 0.44071], [0.31925, -1.88497, 0.50041], [0.87119, -1.62642, -1.15423], [-1.03952, -0.48984, -1.66630], [-2.57806, 0.61798, 0.22111], [-1.30815, 0.23591, 1.47373]],
  "atomic_forces_ev_per_a": [[-0.62, -0.80, -0.12], [0.01, -0.24, -0.25], [0.08, -0.02, 0.21], [0.00, -0.06, -0.04], [0.20, -0.10, -0.16], [0.05, -0.13, 0.07], [0.46, 0.14, -0.02], [-0.04, 0.62, 0.18], [-0.10, 0.27, -0.08], [0.06, 0.20, 0.16], [-0.69, 0.13, 0.50], [0.54, 0.35, -0.08], [0.06, -0.35, -0.37]],
  "lowdin_charge": [0.079, -0.484, 0.079, -0.153, -0.243, -0.064, 0.043, 0.144, 0.118, 0.115, 0.138, 0.106, 0.122],
  "e_homo_ev": -9.75,
  "gap_ev": 10.625,
  "e_above_lowest_kcal_mol": 32.7,
  "smiles": "O=C1NC[C@H]2CN12",
  "charge": 0,
  "e_tot_ha": -340.7428
}

=====

Question: Which formula does entry 2 have?
Answer: C7H17I2P2S